1.
Molecular formula: C21H38BO12
Method: DFT, ωB97M-V/def2-TZVPD

Its total charge is -1. The calculated total energy comes out at -47641.6379 eV. The multiplicity is 1.

CARTESIAN COORDINATES (ANGSTROEM)
1 B -3.27263 -0.83051 -1.32941
2 C -1.65480 -0.55148 -1.13708
3 C -1.34508 -0.54614 0.37204
4 C -1.25539 0.74106 -1.89263
5 C 0.01475 1.48049 -1.41692
6 C -0.28568 2.83273 -0.75859
7 H -3.87105 0.16651 -0.88713
8 H -3.56759 -0.94431 -2.52782
9 H -3.62767 -1.82498 -0.67306
10 H -1.15163 -1.40404 -1.61599
11 H -0.53163 0.11696 0.68730
12 H -1.04107 -1.55317 0.69455
13 H -2.24147 -0.31269 0.95257
14 H -1.09224 0.44665 -2.93541
15 H -2.10667 1.43325 -1.90464
16 H 0.59616 0.85920 -0.73785
17 H 0.66093 1.69787 -2.27897
18 H -0.90234 3.41108 -1.45796
19 H 0.62640 3.39931 -0.54735
20 H -0.88022 2.69660 0.14790
21 C 0.35448 -5.38826 -0.56713
22 C 0.22978 -3.94719 -0.96166
23 C 0.64171 -3.56797 -2.36829
24 O 1.08239 -2.21712 -2.19890
25 C 1.48887 -2.06680 -0.92467
26 O 2.03852 -1.10058 -0.49678
27 O 1.15566 -3.14577 -0.18727
28 H -0.32963 -6.00408 -1.15510
29 H 1.37216 -5.74985 -0.71088
30 H 0.10658 -5.49995 0.48273
31 H -0.77802 -3.57328 -0.75887
32 H -0.16824 -3.59901 -3.09159
33 H 1.48331 -4.17282 -2.72001
34 C 2.11689 4.29762 -4.13509
35 C 1.50410 5.66012 -4.31913
36 C 0.52691 6.08158 -3.24006
37 O -0.35779 6.95322 -3.95610
38 C -0.34107 6.58432 -5.25891
39 O -1.09214 6.98779 -6.08678
40 O 0.65750 5.69995 -5.48490
41 H 2.73191 4.28399 -3.23464
42 H 1.34046 3.53807 -4.03891
43 H 2.74190 4.03917 -4.98901
44 H 2.27621 6.42394 -4.45697
45 H 0.98328 6.61695 -2.41211
46 H -0.03926 5.22747 -2.86172
47 C 2.11275 -1.48849 3.15325
48 C 2.73039 -2.86111 3.13046
49 C 3.74012 -3.06606 2.01732
50 O 3.62937 -4.47596 1.75900
51 C 2.39170 -4.86692 2.13151
52 O 1.92603 -5.93781 1.88071
53 O 1.76731 -3.89487 2.81649
54 H 2.88240 -0.75573 3.39705
55 H 1.68233 -1.23583 2.18348
56 H 1.32341 -1.41721 3.89920
57 H 3.15414 -3.12750 4.10411
58 H 4.76381 -2.82375 2.29086
59 H 3.45077 -2.51867 1.11857
60 C -3.84277 0.11808 3.54363
61 C -2.48071 -0.11794 4.13813
62 C -2.16280 0.63150 5.42051
63 O -0.74185 0.79485 5.33645
64 C -0.41417 0.80266 4.01333
65 O 0.63896 1.11783 3.56599
66 O -1.45819 0.39006 3.27251
67 H -4.61564 -0.25347 4.21891
68 H -4.00138 1.18233 3.36645
69 H -3.93352 -0.39461 2.58682
70 H -2.29436 -1.18853 4.27211
71 H -2.41767 0.09022 6.32809
72 H -2.62794 1.62105 5.43424

=====

2.
Molecular formula: C12H24N4S
Method: DFT, ωB97M-V/def2-TZVPD

Its total charge is 0. The calculated total energy comes out at -29615.7381 eV. The calculation puts the energy relative to the best compared isomer or geometry (same formula, charge and spin) at 322.3 kcal/mol. The multiplicity is 1.

CARTESIAN COORDINATES (ANGSTROEM)
1 C -5.52770 -2.59464 0.18397
2 C -4.91449 -1.17048 0.16888
3 C -3.43033 -0.97223 -0.22274
4 C -3.01888 0.33989 -0.15098
5 C -1.56984 0.29645 -0.64266
6 C -1.14721 1.82530 -0.34737
7 C 0.25942 1.96330 -0.71305
8 C 1.36884 1.30222 -0.22881
9 C 1.36375 1.62873 1.29066
10 C 2.64357 0.92235 2.08345
11 H 2.54545 1.41669 3.17198
12 H 3.44392 1.35801 1.53529
13 S 2.58493 -1.04431 1.90321
14 C 3.66291 -1.04475 0.72531
15 N 3.77806 -2.32690 0.00238
16 N 4.66654 -2.12174 -0.69268
17 C 5.13797 -0.95046 -0.73029
18 N 4.39798 -0.21434 0.24209
19 N 6.08130 -0.10899 -1.72043
20 H 6.65856 -0.77108 -1.92159
21 H 6.25522 0.68879 -1.46027
22 H 4.90781 -2.73859 -1.27472
23 H 1.47580 2.80098 1.58028
24 H 0.43438 1.30499 2.03233
25 H 2.37401 1.66290 -0.76996
26 H 1.28419 0.23821 -0.25094
27 H 0.41589 1.62089 -1.93523
28 H 0.64344 3.31288 -0.84384
29 H -1.81511 2.51214 -0.90204
30 H -1.14909 2.22391 0.70225
31 H -1.43689 0.21413 -1.55775
32 H -1.05230 -0.18967 0.05646
33 H -3.62848 1.03953 -0.78173
34 H -3.24390 0.62976 0.86574
35 H -3.47690 -1.51531 -1.20374
36 H -2.96501 -1.48721 0.52057
37 H -5.62386 -0.52680 -0.67807
38 H -5.21466 -0.75574 1.45061
39 H -5.47975 -2.94619 -0.89105
40 H -5.13787 -3.10413 0.87802
41 H -6.55168 -2.71850 0.52649

=====

3.
Molecular formula: C25H25F3N4O3
Method: DFT, ωB97M-V/def2-TZVPD

Its total charge is 0. Its structure (SMILES) is O=C(Cn1ccc2ccccc2c1=O)NCCC(=O)N1CCN(c2cccc(C(F)(F)F)c2)CC1. The calculated total energy comes out at -46588.8441 eV. The calculation puts the energy relative to the best compared isomer or geometry (same formula, charge and spin) at 4.3 kcal/mol. The multiplicity is 1.

CARTESIAN COORDINATES (ANGSTROEM)
1 O 0.00440 0.73742 -1.92694
2 C 0.49072 0.06253 -2.81523
3 N 0.23776 -1.23967 -3.00095
4 H 0.79969 -1.74321 -3.68457
5 C -0.58766 -1.97166 -2.06754
6 H -0.96064 -2.87101 -2.55784
7 H -1.43429 -1.32895 -1.81060
8 C 0.18955 -2.34675 -0.79537
9 C -0.75784 -2.81599 0.29553
10 O -0.94396 -4.00133 0.50168
11 N -1.38488 -1.86227 1.02237
12 C -1.33181 -0.42542 0.85594
13 H -0.69665 -0.12441 0.02612
14 C -2.75640 0.09476 0.60433
15 N -3.66058 -0.27619 1.67020
16 C -3.84595 0.53528 2.76846
17 C -3.11980 1.71642 2.96003
18 C -3.38542 2.54034 4.04326
19 C -4.36401 2.23065 4.97298
20 C -5.09075 1.06513 4.78557
21 C -4.84423 0.23890 3.71127
22 H -5.45464 -0.64153 3.58743
23 H -5.86834 0.80487 5.48727
24 H -4.55356 2.87958 5.81192
25 C -2.55603 3.78311 4.17743
26 F -2.83624 4.50459 5.27026
27 F -2.70736 4.61490 3.12687
28 F -1.23554 3.51006 4.23476
29 H -2.33363 2.00970 2.28350
30 C -3.70600 -1.71886 1.79754
31 H -4.37051 -2.02109 2.60319
32 C -2.29814 -2.26527 2.07333
33 H -2.30531 -3.35564 2.10806
34 H -1.93964 -1.87061 3.03199
35 H -4.08189 -2.13727 0.85837
36 H -2.75227 1.17316 0.45943
37 H -3.14041 -0.36233 -0.31462
38 H -0.94092 0.01737 1.78073
39 H 0.77693 -1.49298 -0.45743
40 H 0.86868 -3.17169 -1.01498
41 C 1.47091 0.64567 -3.84484
42 N 2.83065 0.23536 -3.54603
43 C 3.63382 1.05308 -2.80548
44 C 4.91046 0.73564 -2.51113
45 C 5.46072 -0.49056 -2.98972
46 C 6.78684 -0.87455 -2.74911
47 C 7.26634 -2.06775 -3.23451
48 C 6.43980 -2.91656 -3.97212
49 C 5.13474 -2.56213 -4.21761
50 C 4.63095 -1.34947 -3.73484
51 C 3.24538 -1.00186 -4.00327
52 O 2.45371 -1.73319 -4.59399
53 H 4.47289 -3.19932 -4.78430
54 H 6.82872 -3.85089 -4.34729
55 H 8.29044 -2.35374 -3.04473
56 H 7.42568 -0.21712 -2.17778
57 H 5.51893 1.40324 -1.92431
58 H 3.17674 1.97113 -2.46858
59 H 1.40564 1.73384 -3.81620
60 H 1.21288 0.27678 -4.84131

=====

4.
Molecular formula: H4O2
Method: DFT, ωB97M-V/def2-TZVPD

Its total charge is 0. Its structure (SMILES) is O.O. The calculated total energy comes out at -4159.6687 eV. The calculation puts the energy relative to the best compared isomer or geometry (same formula, charge and spin) at 6.2 kcal/mol. The multiplicity is 1.

CARTESIAN COORDINATES (ANGSTROEM)
1 H 1.48170 0.19026 0.73630
2 H 1.16569 0.22258 -0.77124
3 H -1.57146 0.65112 -0.00213
4 H -0.64621 -0.39992 0.11104
5 O 1.17248 -0.34188 -0.04477
6 O -1.60220 -0.32216 -0.02920

=====

5.
Molecular formula: C36H39BaClF3N11O5S3
Method: DFT, ωB97M-V/def2-TZVPD

Its total charge is -2. The calculated total energy comes out at -118471.1429 eV. The calculation puts the energy relative to the best compared isomer or geometry (same formula, charge and spin) at 5.5 kcal/mol. The multiplicity is 1.

CARTESIAN COORDINATES (ANGSTROEM)
1 Ba -2.26651 -1.45551 1.98614
2 C -4.77695 -1.84457 -1.11381
3 C -4.73652 -3.03812 -0.15279
4 N -3.30699 -3.55914 -0.11867
5 C -2.92505 -4.03193 -1.48956
6 C -1.62713 -3.51452 -1.93428
7 N -1.33055 -2.13462 -1.58512
8 C -1.87800 -1.04635 -2.36638
9 C -3.11316 -0.23610 -1.82846
10 N -3.79508 -0.78631 -0.69963
11 H -5.85792 -1.53562 -1.08991
12 H -4.53396 -2.15724 -2.17203
13 H -5.37830 -3.74651 -0.65406
14 H -5.26096 -2.78383 0.79145
15 H -3.26602 -4.32938 0.55661
16 H -3.70129 -3.68107 -2.20121
17 H -2.86831 -5.15447 -1.45451
18 H -1.65590 -3.68548 -2.99710
19 H -0.81599 -4.14564 -1.49752
20 H -0.46597 -1.97076 -1.10126
21 H -2.21532 -1.45648 -3.34023
22 H -1.05051 -0.27319 -2.60106
23 H -3.82501 -0.02964 -2.65548
24 H -2.64954 0.74294 -1.49135
25 H -4.37419 -0.03208 -0.30886
26 C -4.05672 2.94243 -5.50364
27 N -2.83817 3.73786 -5.42998
28 C -2.05212 4.20469 -6.43957
29 C -0.90585 4.70798 -5.93305
30 N -0.98744 4.56804 -4.53482
31 C -2.23943 4.08927 -4.26082
32 S -2.90748 3.76966 -2.75995
33 C 0.08433 4.66654 -3.59108
34 C 1.00170 5.68097 -3.71369
35 C 2.08453 5.69809 -2.84554
36 C 2.13559 4.80971 -1.77905
37 C 1.18047 3.73891 -1.81012
38 N 0.12206 3.72648 -2.65486
39 H -4.53040 3.08202 -6.47778
40 H -4.64180 3.34372 -4.68629
41 H -3.92887 1.88922 -5.23137
42 H -2.42283 4.12383 -7.43785
43 H -0.06414 5.17050 -6.42596
44 H 0.90606 6.45073 -4.42149
45 H 2.75774 6.54086 -2.92544
46 H 2.90134 4.90460 -0.99551
47 H 1.16198 2.92306 -1.06111
48 S 0.34566 -0.05172 3.89880
49 C -0.64320 1.33106 3.70592
50 S -1.19969 1.62253 2.10043
51 C -0.90118 2.29154 4.66812
52 C -2.18520 2.77594 4.95453
53 N -3.18282 3.28006 5.28039
54 C -0.02816 2.58401 5.76942
55 N 0.53490 2.98768 6.70833
56 C 9.89262 0.76544 2.40082
57 C 8.82786 0.75510 1.36224
58 C 8.22443 -0.47588 1.02003
59 C 7.03964 -0.53318 0.31534
60 C 6.37213 0.68856 0.01707
61 N 5.07014 0.70927 -0.60998
62 C 3.89206 0.16548 -0.15832
63 O 2.77569 0.52292 -0.50472
64 N 4.05136 -0.84937 0.78059
65 C 3.07092 -1.82877 1.16903
66 C 3.55970 -3.01420 1.70092
67 C 2.63625 -3.98819 1.97188
68 C 1.23776 -3.70868 1.88207
69 N 0.78147 -2.59046 1.36429
70 C 1.68948 -1.61537 1.13710
71 C 7.00374 1.89571 0.29410
72 C 8.14627 1.88780 1.06406
73 H 9.52939 0.14297 3.26562
74 H 10.05157 1.81362 2.68110
75 H 10.87335 0.36119 2.07865
76 H 8.67677 -1.44023 1.38510
77 H 6.65046 -1.53581 0.08125
78 H 4.94030 1.51675 -1.16489
79 H 4.98469 -1.07772 1.09598
80 H 4.62563 -3.04863 1.91046
81 H 3.08297 -4.97604 2.22217
82 H 0.52000 -4.44533 2.23063
83 H 1.36340 -0.63309 0.88411
84 H 6.55204 2.79641 -0.01920
85 H 8.42775 2.80530 1.61228
86 F -6.75171 -2.30501 2.97499
87 C -6.81454 -0.92809 3.28533
88 F -8.04080 -0.55942 2.99498
89 F -6.68151 -0.78441 4.61702
90 C -5.63011 -0.25792 2.48655
91 O -4.48756 -0.40952 2.97007
92 O -6.07301 0.11511 1.34450
93 Cl -4.40417 -4.74271 5.06043
94 C -2.67433 -5.05197 4.72183
95 C -2.06198 -3.84744 4.05279
96 O -2.32435 -3.77444 2.77301
97 O -1.44386 -3.01943 4.74263
98 H -2.68974 -6.01287 4.13089
99 H -2.29790 -5.19217 5.72738

=====

It is found that the frontier orbital gap values, taken in the order of the records, are 7.2, 8.4, 8.2, 11.5, 4.0 eV.
It is found that the HOMO energy values, taken in the order of the records, are -4.7, -7.7, -7.9, -11.0, -0.8 eV.